This record from OMol25 describes 3 unconnected molecules or ions with the total composition C4H11O4 at a distorted geometry. The level of theory is the ωB97M-V functional and the def2-TZVPD basis.

```
! wB97M-V def2-TZVPD RIJCOSX def2/J DEFGRID3
* xyz -1 1
O -1.18 1.24 1.63
C -1.61 0.56 0.66
O -2.70 0.06 0.45
C -0.33 -0.09 -0.11
C -0.57 -1.64 -0.41
C 0.67 -2.38 -0.93
H 0.49 -0.11 0.59
H -0.13 0.58 -0.94
H -1.44 -1.74 -1.19
H -0.89 -2.23 0.48
H 1.18 -1.77 -1.81
H 1.43 -2.58 -0.19
H 0.33 -3.35 -1.45
H 1.52 1.88 -2.59
H 1.84 0.67 -1.72
O 2.10 1.11 -2.51
H 2.16 0.53 2.45
H 1.32 1.37 1.46
O 2.18 1.10 1.64
*
```

## Properties
* E: -460.0075 Eh
* energy relative to the best compared isomer or geometry (same formula, charge and spin): 112.5 kJ/mol


This record from OMol25 describes 2 unconnected molecules or ions with the total composition C4H11OP at a distorted geometry. The level of theory is the ωB97M-V functional and the def2-TZVPD basis.

```
! wB97M-V def2-TZVPD RIJCOSX def2/J DEFGRID3
* xyz 0 1
C 1.00 -0.81 1.72
C 0.23 1.04 0.13
C -2.44 0.07 -0.33
C 0.09 -0.38 0.60
O 1.77 -0.94 -1.55
P -1.41 -1.23 0.47
H 2.13 -0.64 1.47
H 0.82 -0.15 2.57
H 0.94 -1.94 2.04
H -0.49 1.69 0.77
H -0.13 1.00 -0.95
H 1.25 1.38 0.24
H -2.18 0.17 -1.28
H -2.30 1.14 0.15
H -3.42 -0.31 -0.40
H 1.27 -0.79 -0.72
H 2.24 -1.86 -1.59
*
```

## Properties
* structure (SMILES): CP=C(C)C.O
* E: -575.5052 Eh
* energy relative to the best compared isomer or geometry (same formula, charge and spin): 247.7 kJ/mol


This record from OMol25 describes 2 unconnected molecules or ions with the total composition C4H11PS at a distorted geometry. The level of theory is the ωB97M-V functional and the def2-TZVPD basis.

```
! wB97M-V def2-TZVPD RIJCOSX def2/J DEFGRID3
* xyz 0 3
C -2.04 -0.81 1.35
C -0.51 -0.37 -0.97
C -0.68 0.06 1.50
C -0.21 0.53 0.16
P 3.12 -0.03 0.16
S 0.58 2.10 -0.03
H -2.69 -0.18 0.76
H -2.53 -0.92 2.38
H -1.94 -1.82 0.91
H -0.44 -1.35 -0.50
H -1.55 -0.37 -1.39
H 0.26 -0.56 -1.77
H -0.94 0.99 2.10
H -0.05 -0.49 2.18
H 3.48 0.88 -0.74
H 4.54 -0.42 0.14
H 1.12 1.94 -1.16
*
```

## Properties
* expectation value of S²: 2.01
* E: -898.3817 Eh
* energy relative to the best compared isomer or geometry (same formula, charge and spin): 52.2 kJ/mol